The following is a DFT calculation (ωB97M-V/def2-TZVPD) of a 7-piece molecular cluster, C39H58F3NO22SSi overall in a non-equilibrium geometry.

Values from the calculation:
- HOMO (eV) = -8.91
- net charge = 0
- SMILES = C[C@H](C[Si@H](CC(=O)N(C)C)S(=O)(=O)C(F)(F)F)OCc1ccccc1.C[C@@H]1COC(=O)O1.C[C@@H]1COC(=O)O1.C[C@@H]1COC(=O)O1.C[C@@H]1COC(=O)O1.C[C@@H]1COC(=O)O1.C[C@@H]1COC(=O)O1
- orbital gap (hartree) = 0.34716

Last column: Mulliken charge in e.
Element x y z (Å)
C1 0.4176 1.8982 3.4033  -1.46
C2 0.0508 1.7293 1.9402  0.29
C3 -1.3336 1.1120 1.7989  -0.72
Si1 -1.5863 0.3673 0.1163  0.04
C4 -3.4405 0.0048 -0.0951  -0.36
C5 -4.1325 1.0654 -0.9098  -0.14
O1 -3.8864 1.1748 -2.0792  -0.58
N1 -5.0697 1.8591 -0.2339  0.14
C6 -4.4006 2.8599 0.6147  -1.02
C7 -6.0253 2.4718 -1.1611  -0.95
S1 -0.6098 -1.6477 -0.0694  1.28
O2 0.4311 -1.8693 0.8990  -0.61
O3 -0.1895 -1.8448 -1.4362  -0.71
C8 -1.8868 -2.9844 0.2636  0.51
F1 -2.7135 -2.6266 1.2520  -0.23
F2 -2.6081 -3.2669 -0.8104  -0.21
F3 -1.2580 -4.0811 0.6498  -0.20
O4 0.9373 0.9495 1.1662  -0.06
C9 2.2940 1.3727 1.2222  -0.90
C10 2.9794 1.1826 -0.0952  0.59
C11 2.6627 1.9233 -1.2304  -0.24
C12 3.3613 1.7382 -2.4167  -0.58
C13 4.4065 0.8167 -2.5012  -0.49
C14 4.7215 0.0692 -1.3709  -0.90
C15 4.0124 0.2494 -0.1846  -0.62
H1 1.3939 2.3374 3.5672  0.44
H2 -0.2987 2.5859 3.8460  0.49
H3 0.2861 0.9562 3.9327  0.33
H4 -0.0163 2.7312 1.4920  0.21
H5 -1.4854 0.3839 2.5974  0.52
H6 -2.0729 1.8944 1.9572  0.39
H7 -1.1971 1.2400 -0.9976  -0.13
H8 -3.8737 0.0138 0.9064  0.46
H9 -3.6447 -0.9808 -0.5002  0.34
H10 -4.2821 2.4803 1.6285  0.27
H11 -5.0071 3.7525 0.6875  0.47
H12 -3.4188 3.1582 0.2381  0.35
H13 -6.6262 3.2155 -0.6636  0.31
H14 -5.5510 2.9613 -2.0121  0.37
H15 -6.7071 1.7067 -1.5175  0.33
H16 2.8084 0.7868 1.9789  0.25
H17 2.3267 2.4322 1.4815  0.50
H18 1.8788 2.6683 -1.1981  0.46
H19 3.1378 2.3195 -3.2957  0.43
H20 4.9724 0.6904 -3.4100  0.39
H21 5.5364 -0.6398 -1.4290  0.56
H22 4.3086 -0.3354 0.6737  0.44
C16 0.6900 2.0780 9.7317  -1.48
C17 0.5350 1.8318 8.2530  0.52
C18 1.6016 2.4467 7.3800  -0.57
O5 0.9057 2.6361 6.1386  -0.19
C19 -0.4109 2.7793 6.4365  0.60
O6 -1.2487 3.1205 5.6634  -0.56
O7 -0.6444 2.4770 7.7355  -0.36
H23 1.5470 1.5293 10.1214  0.38
H24 0.8284 3.1404 9.9367  0.35
H25 -0.2031 1.7579 10.2671  0.36
H26 0.4382 0.7604 8.0552  0.28
H27 2.4672 1.8057 7.2337  0.36
H28 1.9309 3.4231 7.7418  0.28
C20 -3.3835 -6.7741 -0.5651  -1.28
C21 -2.8495 -7.9705 0.1798  0.62
C22 -1.5970 -8.5740 -0.4066  -0.23
O8 -1.6921 -9.9385 0.0212  -0.35
C23 -3.0113 -10.2243 0.1764  0.55
O9 -3.4506 -11.3118 0.3495  -0.52
O10 -3.7528 -9.0886 0.1038  -0.39
H29 -2.7177 -5.9218 -0.4416  0.14
H30 -3.4838 -6.9920 -1.6293  0.34
H31 -4.3726 -6.5023 -0.1974  0.41
H32 -2.7105 -7.7287 1.2375  0.28
H33 -0.6872 -8.1136 -0.0272  0.09
H34 -1.5874 -8.5541 -1.4991  0.30
C24 1.1774 -5.6731 -1.1676  -1.55
C25 2.2632 -6.7112 -1.2833  0.63
C26 3.6579 -6.2170 -0.9818  -0.52
O11 4.4655 -7.1106 -1.7612  -0.35
C27 3.7135 -7.5311 -2.8102  0.62
O12 4.1311 -8.1350 -3.7415  -0.53
O13 2.4183 -7.1598 -2.6421  -0.38
H35 1.0165 -5.3806 -0.1302  0.37
H36 1.4312 -4.7820 -1.7432  0.52
H37 0.2400 -6.0560 -1.5736  0.30
H38 2.0211 -7.5881 -0.6739  0.23
H39 3.9232 -6.2826 0.0704  0.33
H40 3.8265 -5.1979 -1.3367  0.33
C28 -10.5448 4.1546 -4.2141  -1.44
C29 -10.5452 3.3728 -2.9256  0.52
C30 -11.5849 3.7927 -1.9128  -0.54
O14 -10.9678 3.4111 -0.6752  -0.35
C31 -9.6267 3.4440 -0.8628  0.66
O15 -8.8179 3.3551 0.0019  -0.50
O16 -9.3338 3.5941 -2.1784  -0.33
H41 -11.4347 3.9250 -4.7995  0.38
H42 -10.5182 5.2273 -4.0184  0.36
H43 -9.6639 3.9110 -4.8069  0.36
H44 -10.6134 2.3011 -3.1326  0.26
H45 -12.5389 3.2861 -2.0349  0.30
H46 -11.7456 4.8732 -1.8995  0.31
C32 7.9861 0.7162 1.0935  -1.26
C33 7.3656 1.9015 1.7866  0.54
C34 8.0879 2.3800 3.0240  -0.54
O17 7.0236 2.9782 3.7782  -0.33
C35 5.8727 2.3583 3.4179  0.61
O18 4.8325 2.4859 3.9783  -0.54
O19 6.0773 1.5687 2.3369  -0.24
H47 8.9275 0.9991 0.6231  0.40
H48 8.1740 -0.0941 1.7999  0.36
H49 7.3131 0.3323 0.3273  0.15
H50 7.2189 2.7195 1.0759  0.26
H51 8.8658 3.1107 2.8172  0.31
H52 8.5067 1.5583 3.6098  0.31
C36 4.3724 4.0131 -8.2672  -1.45
C37 5.1413 4.1821 -6.9819  0.48
C38 5.6972 2.9085 -6.3890  -0.49
O20 5.7543 3.2290 -4.9921  -0.28
C39 4.7969 4.1614 -4.7481  0.67
O21 4.4523 4.5074 -3.6676  -0.51
O22 4.2846 4.6284 -5.9147  -0.35
H53 5.0443 3.7413 -9.0810  0.38
H54 3.6103 3.2395 -8.1657  0.35
H55 3.8618 4.9388 -8.5299  0.35
H56 5.9294 4.9303 -7.1069  0.26
H57 6.6856 2.6516 -6.7618  0.34
H58 5.0256 2.0568 -6.5212  0.28

***

The following is a DFT calculation (ωB97M-V/def2-TZVPD) of C42H32Br2N3O2OsP as an isolated structure.

Values from the calculation:
- HOMO (eV) = -12.81
- energy relative to the best compared isomer or geometry (same formula, charge and spin) (kcal/mol) = 21.29
- net charge = +2
- orbital gap (hartree) = 0.19794

Last column: Mulliken charge in e.
Element x y z (Å)
Os1 -0.0379 0.3323 -0.0076  1.14
O1 3.4703 -4.4105 2.7684  -0.52
C1 2.8032 -3.4752 2.0971  0.81
C2 1.4419 -3.5404 1.7959  -0.95
C3 0.8749 -2.4991 1.1044  -0.79
N1 1.5352 -1.3982 0.6873  0.01
C4 2.8421 -1.3895 0.9641  0.21
Br1 3.8871 0.0627 0.3291  0.01
C5 3.5215 -2.3698 1.6517  -0.76
H1 2.8977 -5.1364 3.0477  0.32
H2 0.8327 -4.3831 2.0958  0.40
H3 -0.1738 -2.5362 0.8571  0.52
H4 4.5815 -2.2945 1.8425  0.50
O2 -1.6849 2.6766 0.2883  -0.71
C6 -1.3879 1.7578 -0.4534  -0.13
C7 -2.1387 1.6626 -1.7786  0.15
C8 -2.9270 2.7016 -2.2597  -0.61
C9 -3.5936 2.5514 -3.4653  -0.73
C10 -3.4946 1.3645 -4.1918  -0.78
C11 -2.7202 0.3194 -3.7151  -0.20
C12 -2.0426 0.4814 -2.5090  -0.12
P1 -0.9334 -0.6927 -1.7131  2.74
C13 0.4701 -0.7314 -2.9266  -0.09
C14 1.6320 0.0402 -2.4650  -0.07
C15 2.7665 0.1884 -3.3764  -0.38
C16 2.8036 -0.5358 -4.5343  -1.06
C17 1.7054 -1.3281 -4.8913  -0.55
C18 0.5619 -1.4432 -4.0928  -0.48
C19 -1.6540 -2.3441 -1.8593  0.11
C20 -0.8459 -3.4787 -1.7648  -0.56
C21 -1.4158 -4.7417 -1.7427  -0.96
C22 -2.7970 -4.8805 -1.7938  -0.63
C23 -3.6084 -3.7570 -1.8669  -0.85
C24 -3.0414 -2.4912 -1.8995  -0.64
H5 -3.0117 3.6086 -1.6753  0.61
H6 -4.2062 3.3586 -3.8446  0.45
H7 -4.0312 1.2564 -5.1248  0.48
H8 -2.6606 -0.6103 -4.2690  0.50
H9 2.0911 -0.8242 -1.8771  -0.07
H10 3.6183 0.7711 -3.0526  0.66
H11 3.6719 -0.4920 -5.1766  0.54
H12 1.7473 -1.8876 -5.8188  0.50
H13 -0.2490 -2.0862 -4.4113  0.61
H14 0.2340 -3.3824 -1.7075  0.50
H15 -0.7842 -5.6183 -1.6846  0.49
H16 -3.2408 -5.8668 -1.7741  0.44
H17 -4.6841 -3.8644 -1.9009  0.49
H18 -3.6807 -1.6182 -1.9522  0.52
N2 1.3000 1.0098 -1.4339  0.33
C25 1.7166 2.2368 -1.4379  1.57
C26 2.3514 2.8736 -2.6092  -0.98
C27 1.6859 2.8475 -3.8356  0.24
C28 2.2765 3.4204 -4.9530  -0.92
C29 3.5312 4.0050 -4.8497  -0.56
C30 4.1889 4.0423 -3.6254  -0.98
C31 3.5951 3.4911 -2.5003  0.00
C32 1.4758 3.0088 -0.2149  0.92
C33 1.4328 4.4002 -0.2543  -0.91
C34 1.1667 5.1270 0.8967  -0.98
C35 0.9668 4.4727 2.1018  -0.86
C36 1.0063 3.0852 2.1557  -0.31
C37 1.2278 2.3545 1.0046  -0.31
H19 0.6923 2.4139 -3.9012  0.57
H20 1.7527 3.4245 -5.8995  0.50
H21 3.9915 4.4502 -5.7215  0.45
H22 5.1599 4.5121 -3.5466  0.45
H23 4.0961 3.5315 -1.5405  0.51
H24 1.5830 4.9152 -1.1936  0.52
H25 1.1229 6.2063 0.8521  0.47
H26 0.7868 5.0418 3.0038  0.46
H27 0.8794 2.5779 3.1032  0.61
H28 1.4112 1.2685 1.1437  0.25
Br2 -4.1665 -3.1374 2.3284  -0.14
C38 -3.1489 -1.5643 2.4836  -0.90
C39 -3.3180 -0.6938 3.5456  -0.14
C40 -2.5436 0.4531 3.5602  -1.15
C41 -1.6333 0.6777 2.5456  0.06
N3 -1.4430 -0.1854 1.5338  0.23
C42 -2.2180 -1.2794 1.5037  0.85
H29 -4.0431 -0.8967 4.3216  0.49
H30 -2.6517 1.1848 4.3478  0.51
H31 -1.0655 1.5928 2.4988  0.21
H32 -2.1160 -1.9436 0.6568  -0.13

***

Among the records above, which one has the lowest net charge?
C39H58F3NO22SSi

***

Look up the HOMO of the first one.
-8.91 eV

***

Look up the orbital gap of the second one.
0.19794 hartree

***

Which of these has the highest net charge?
C42H32Br2N3O2OsP